(1)
Formula: C13H22F3InO5P
Source: the Open Molecules 2025 dataset
Level of theory: the ωB97M-V functional and the def2-TZVPD basis

## Properties
HOMO level, eV: -4.88
E, eV: -46692.997
Net charge: -1
Lowest unoccupied orbital energy, eV: 2.670

XYZ file:
```
45
Properties=species:S:1:pos:R:3:forces:R:3
C 3.70678 -2.39375 2.64034 0.1 0.2 0.1
C 3.87494 -1.40815 1.46688 -0.1 -0.1 -0.1
C 2.67110 -1.33754 0.49188 0.1 0.1 0.0
O 1.80076 -2.43295 0.64551 0.1 0.0 0.0
C 0.46724 -2.12841 0.21339 -0.2 0.2 0.0
In -0.71905 -0.86158 1.61242 0.1 -0.4 -0.1
C -2.82868 -0.85036 0.92292 0.0 0.1 0.0
C -3.88732 -0.81107 2.02144 -0.1 0.1 0.0
O -4.81934 0.25026 1.78139 0.2 -0.1 0.0
C -4.67258 -2.12510 2.14052 0.3 -0.3 -0.1
F -5.81377 -1.97526 2.83588 -0.2 0.1 0.2
F -5.02061 -2.67562 0.96359 0.0 0.2 0.0
F -3.94783 -3.05880 2.79834 0.1 0.1 -0.1
P 0.08434 1.57562 1.35914 0.0 0.1 -0.6
O 0.15171 2.03388 -0.05774 0.0 0.0 0.5
O 1.56775 1.82716 2.03950 0.0 0.0 0.1
O -0.85294 2.64438 2.20008 0.1 -0.2 0.1
H 4.15180 -1.98008 3.55582 0.0 -0.1 -0.2
H 4.21194 -3.34296 2.43505 -0.2 0.1 0.0
H 2.65255 -2.59524 2.83917 0.1 0.0 0.0
H 4.03341 -0.39885 1.86655 0.0 -0.1 -0.2
H 4.77568 -1.67025 0.89703 -0.1 0.1 0.2
H 2.12241 -0.39464 0.64585 0.0 -0.2 0.1
H 3.04019 -1.30585 -0.54896 -0.1 0.0 0.1
H -0.05092 -3.08978 0.10978 0.1 0.1 0.0
H 0.49080 -1.66390 -0.78514 0.0 -0.1 0.0
H -0.52548 -1.40996 3.28613 0.0 0.2 0.0
H -2.96881 0.04342 0.30342 0.0 -0.2 0.1
H -2.95938 -1.71593 0.26498 -0.1 0.1 0.1
H -3.43624 -0.67426 3.01652 -0.1 0.0 -0.1
H -5.17172 0.54566 2.62713 0.0 -0.1 -0.1
H 1.66032 1.32396 2.85830 0.0 0.0 -0.1
H -0.95348 2.31420 3.10376 -0.1 0.1 -0.1
C 0.98824 2.24696 -3.06504 0.1 0.0 0.0
C 1.91107 2.13822 -4.09774 0.0 0.0 0.0
C 1.52369 2.37125 -5.41175 0.0 0.0 0.0
C 0.20840 2.71408 -5.69502 0.0 0.0 0.0
C -0.71578 2.82164 -4.66308 0.0 0.0 0.0
C -0.32632 2.58773 -3.35074 -0.1 0.0 0.0
H 1.26892 2.06554 -2.03582 0.0 0.0 0.0
H 2.93688 1.86924 -3.87659 0.0 0.0 0.0
H 2.24518 2.28284 -6.21540 0.0 0.0 0.0
H -0.09670 2.89466 -6.71891 0.0 0.0 0.0
H -1.74296 3.08639 -4.88350 0.0 0.0 0.0
H -1.03618 2.66319 -2.53724 0.0 0.0 0.0
```
Positions in Å, forces in eV/Å.

(2)
Formula: C2H4BFO
Source: the Open Molecules 2025 dataset
Level of theory: the ωB97M-V functional and the def2-TZVPD basis

## Properties
HOMO level (alpha / beta), eV: -7.03 / -12.59
E, eV: -7574.197
Lowest unoccupied orbital energy (alpha / beta), eV: -0.263 / -2.144
Multiplicity: 3

XYZ file:
```
9
Properties=species:S:1:pos:R:3:forces:R:3
B -1.06758 0.19407 -0.39872 0.0 0.0 0.2
C 3.60934 0.44837 0.07848 0.5 -0.4 -0.6
C 2.87380 -0.55682 0.45048 -1.6 -0.9 1.1
O 4.25236 1.38601 -0.16173 1.5 2.3 -0.6
F 2.84198 -1.74938 -0.18450 -0.1 -0.3 -0.1
H -1.11182 -0.83708 -0.93513 0.0 -0.5 -0.3
H -0.09925 0.84120 -0.44117 0.5 0.3 -0.1
H -1.97776 0.56307 0.22857 -0.5 0.2 0.3
H 2.17765 -0.47136 1.27337 -0.4 -0.7 0.1
```
Positions in Å, forces in eV/Å.

(3)
Formula: C30H34CrNO9
Source: the Open Molecules 2025 dataset
Level of theory: the ωB97M-V functional and the def2-TZVPD basis

## Properties
HOMO level (alpha / beta), eV: 0.14 / 0.16
E, eV: -79994.133
Net charge: -2
Lowest unoccupied orbital energy (alpha / beta), eV: 3.246 / 3.245
Multiplicity: 4

XYZ file:
```
75
Properties=species:S:1:pos:R:3:forces:R:3
C 5.23798 -2.16747 -2.65274 0.9 -0.2 -0.6
C 4.99571 -0.97009 -1.68758 0.7 -0.5 -0.1
C 4.22283 -3.28288 -2.28293 0.1 0.1 0.0
C 3.89450 -3.01203 -0.81484 -0.1 0.9 0.0
H 4.67499 -4.26457 -2.43838 -0.2 0.1 -0.1
H 3.32644 -3.18015 -2.91196 0.2 0.0 0.2
C 3.88979 -1.44500 -0.76305 -0.3 0.3 -0.7
H 4.73395 -0.08044 -2.27462 -0.1 -0.1 0.3
H 5.90391 -0.76068 -1.10175 0.0 0.0 -0.3
C 2.52527 -0.95799 -1.29451 -0.5 -0.5 1.6
H 4.02536 -1.09406 0.27435 -0.2 0.0 -0.4
H 4.74241 -3.33436 -0.19416 0.1 -0.2 -0.1
C 2.64510 -3.61728 -0.27412 0.8 0.0 -0.6
C 5.06728 -1.85531 -4.11636 -1.1 2.1 0.0
C 6.67298 -2.71377 -2.54742 -1.0 -0.3 0.5
O 6.88864 -3.78851 -2.05144 0.8 0.4 -0.2
O 4.51281 -0.85826 -4.56559 0.8 -1.4 0.2
O 5.59986 -2.80798 -4.89417 -0.2 0.0 -0.5
O 7.69854 -1.98822 -3.04907 0.5 0.4 0.1
C 7.66710 -0.61341 -3.51664 -0.2 -0.5 0.2
H 6.90857 0.01162 -3.02058 0.2 -0.4 -0.2
H 7.52640 -0.60837 -4.60754 -0.1 0.0 0.3
H 8.66913 -0.23934 -3.28204 -0.3 0.0 -0.1
C 5.38712 -2.57950 -6.28712 0.0 -0.1 -0.2
H 4.31481 -2.61456 -6.52430 0.3 0.1 0.1
H 5.91704 -3.38483 -6.79252 0.0 0.0 0.0
H 5.78890 -1.60319 -6.58962 -0.1 -0.3 0.1
O 1.63043 -1.46309 -0.40688 -0.9 0.9 -0.3
H 2.34583 -1.28972 -2.35340 0.3 0.0 0.0
H 2.52259 0.16287 -1.36494 0.2 -0.2 0.1
C 2.69262 -4.05564 1.11842 -0.2 -0.1 0.7
C 1.57001 -4.11190 -1.14476 -0.5 -0.2 -0.3
H 1.93395 -4.76705 -1.94964 0.0 -0.2 0.0
H 1.01446 -3.29042 -1.61462 0.1 0.0 0.1
H 0.84674 -4.67089 -0.53680 0.0 0.0 -0.2
H 1.69727 -3.99189 1.57433 0.1 0.0 0.1
H 3.39171 -3.45155 1.70966 -0.2 -0.1 0.0
H 3.01792 -5.11050 1.19747 0.0 -0.1 0.2
Cr -0.41408 0.38426 -0.06209 1.1 -0.9 -1.3
C -0.17409 0.99005 2.30874 1.3 1.1 -0.1
C 1.09076 0.33516 2.21259 -0.4 1.0 -0.2
C 1.84404 0.94778 1.17213 -0.7 0.8 0.3
H 1.45788 -0.43581 2.88962 -0.2 0.0 -0.4
C 1.03560 1.96556 0.56279 0.0 0.0 1.7
C -0.22623 2.03198 1.30416 1.2 -0.4 0.6
H -1.02950 2.75216 1.14631 0.3 -0.4 0.1
H -0.88123 0.84921 3.12035 -0.1 -0.2 -0.5
H 2.90575 0.78555 0.99080 -0.5 -0.3 -0.4
H 1.36609 2.67513 -0.19821 -0.2 -0.4 0.2
C -1.84213 -0.51105 -1.60948 0.3 0.5 -1.0
C -2.11918 0.88114 -1.32844 0.2 -0.3 -0.3
C -0.96635 1.64023 -1.73959 -0.3 -0.7 0.0
H -3.04099 1.28730 -0.90918 0.5 -0.2 -0.1
C -0.01185 0.72456 -2.30611 -0.5 -0.3 -0.3
C -0.56860 -0.59245 -2.24702 -0.8 0.7 0.0
H -0.15398 -1.48836 -2.71238 0.1 0.3 0.6
H -2.51105 -1.35593 -1.45785 0.2 0.3 0.2
H -0.85476 2.72377 -1.67728 0.0 -0.4 0.1
H 0.90539 0.99593 -2.83613 -0.3 -0.1 0.5
O -2.85323 1.05282 1.49228 -0.5 -1.5 0.2
C -2.89644 -0.21151 1.46361 1.5 0.9 -0.4
O -1.94144 -1.02397 1.19754 -1.9 1.0 0.6
C -4.28017 -0.74585 1.77179 -0.6 -0.3 0.2
C -4.48092 -2.03981 2.28325 -0.5 0.3 -0.1
C -5.76121 -2.44584 2.66736 -0.2 0.3 -0.1
C -6.85083 -1.56397 2.51728 1.6 0.4 -0.4
C -6.65850 -0.28045 1.97123 0.1 -0.3 0.0
C -5.38420 0.12401 1.60065 0.0 -0.5 0.2
N -8.14885 -1.93996 2.95797 -1.9 -0.5 0.6
O -8.30921 -3.07041 3.46577 0.1 1.7 -0.7
O -9.07768 -1.11071 2.82146 1.2 -1.5 0.3
H -3.62242 -2.70657 2.38892 -0.2 0.3 -0.1
H -5.93375 -3.43069 3.08670 0.0 0.1 0.0
H -7.50747 0.38448 1.85581 0.1 -0.1 0.0
H -5.22530 1.13192 1.21121 0.2 -0.5 0.2
```
Positions in Å, forces in eV/Å.

(4)
Formula: C30H80O32S9
Source: the Open Molecules 2025 dataset
Level of theory: the ωB97M-V functional and the def2-TZVPD basis

## Properties
Structure (SMILES): CCOS(C)(=O)=O.CCOS(C)(=O)=O.CCOS(C)(=O)=O.CCOS(C)(=O)=O.CCOS(C)(=O)=O.CCOS(C)(=O)=O.CCOS(C)(=O)=O.CCOS(C)(=O)=O.CCOS(C)(=O)=O.O=C1OCCO1.O.O
HOMO level, eV: -10.77
E, eV: -195440.624
Lowest unoccupied orbital energy, eV: -0.118

XYZ file:
```
151
Properties=species:S:1:pos:R:3:forces:R:3
C 19.02186 -30.26166 -10.89660 0.7 -0.2 -1.0
C 17.60440 -29.81413 -11.17821 0.9 1.3 0.7
O 16.90831 -30.84188 -11.88060 -0.1 -0.2 0.2
S 15.47292 -30.48153 -12.45394 -0.4 -0.2 0.7
C 14.49380 -30.36969 -10.95874 0.5 -0.3 -1.3
O 15.51333 -29.19691 -13.07024 0.1 0.2 -0.2
O 15.06947 -31.64459 -13.16994 0.1 -0.1 -0.2
H 19.61468 -30.08389 -11.80129 0.1 -0.1 0.1
H 19.16072 -31.31208 -10.65272 -0.5 0.0 0.1
H 19.50459 -29.70741 -10.09890 -0.4 0.1 0.1
H 17.16492 -29.46396 -10.23582 -0.6 -0.7 -0.1
H 17.62888 -28.91016 -11.79289 0.0 -0.2 -0.2
H 14.75982 -29.43416 -10.48237 -0.2 -0.1 0.3
H 14.72322 -31.27864 -10.41420 0.0 0.1 0.4
H 13.47878 -30.41568 -11.34620 -0.1 0.3 0.3
C 22.95470 -28.41467 -8.16470 0.0 0.2 0.3
C 21.48546 -28.51038 -7.77032 0.8 0.2 -0.3
O 20.99215 -27.14790 -7.83900 -0.2 0.1 0.3
S 19.73162 -26.78093 -8.71480 0.9 -0.4 0.0
C 20.30918 -27.16928 -10.35764 -0.1 0.3 0.6
O 18.65842 -27.67141 -8.39932 -0.3 -0.3 0.0
O 19.59643 -25.37621 -8.56666 -0.3 0.3 0.0
H 23.07882 -27.77534 -9.03894 0.0 -0.2 -0.1
H 23.42460 -29.38120 -8.33740 -0.2 -0.1 0.0
H 23.47926 -27.92110 -7.34463 0.1 0.0 -0.1
H 20.90862 -29.16561 -8.41904 -0.1 0.0 0.1
H 21.43360 -28.83635 -6.73294 -0.4 -0.1 0.0
H 20.94715 -28.04642 -10.31054 -0.1 -0.1 -0.1
H 20.89275 -26.31845 -10.69573 -0.2 0.1 -0.2
H 19.39636 -27.35771 -10.91473 0.2 0.1 -0.4
C 22.93444 -34.69216 -11.69476 0.6 0.8 0.9
C 22.75775 -36.17235 -11.80896 -0.5 -0.6 0.4
O 23.07172 -36.58265 -13.15239 0.3 0.3 -0.2
S 23.20824 -38.12221 -13.46543 -0.8 -0.1 0.7
C 21.55320 -38.45809 -13.99604 0.4 1.0 -0.7
O 24.08940 -38.25130 -14.56552 0.4 0.0 -0.4
O 23.47074 -38.80713 -12.23373 0.1 -0.2 0.1
H 22.15728 -34.06763 -12.12301 0.0 -0.3 -0.3
H 23.90388 -34.35336 -12.06518 -0.1 -0.2 -0.3
H 22.97198 -34.42351 -10.63122 -0.2 -0.2 0.0
H 23.34646 -36.75618 -11.10416 0.5 0.3 -0.2
H 21.74769 -36.50218 -11.53079 -0.2 0.3 -0.4
H 20.85063 -37.91601 -13.36814 0.0 -0.5 0.4
H 21.39937 -39.52220 -14.12272 -0.1 0.0 0.2
H 21.49652 -37.91563 -14.94346 -0.1 -0.4 -0.2
C 25.79857 -34.58111 -8.08609 0.6 -1.3 0.4
C 25.06649 -34.20174 -6.82795 -1.0 0.1 -0.4
O 24.71891 -35.43370 -6.12085 0.5 -0.2 -0.4
S 23.96411 -35.27765 -4.75619 0.1 -0.4 -0.1
C 25.29735 -35.48983 -3.61384 -0.9 -0.1 -0.1
O 23.39919 -33.96863 -4.72239 0.0 0.6 0.5
O 23.09713 -36.39585 -4.61022 -0.2 -0.5 0.0
H 25.36541 -35.52427 -8.43311 -0.3 0.3 -0.3
H 26.82758 -34.87594 -7.86386 0.1 0.4 -0.1
H 25.76813 -33.84601 -8.88219 -0.1 0.2 0.1
H 25.59274 -33.53800 -6.14558 0.1 0.1 -0.1
H 24.09920 -33.77087 -7.08589 0.2 0.4 0.1
H 25.78063 -36.42867 -3.86784 0.2 0.1 -0.2
H 24.78751 -35.65313 -2.66509 0.3 0.5 0.2
H 25.92254 -34.60706 -3.68690 0.2 -0.1 0.3
C 17.41496 -31.19764 -7.39939 0.2 -0.3 -1.2
C 18.63940 -32.05093 -7.20315 -0.8 -0.7 1.1
O 19.60603 -31.71657 -8.20921 0.4 0.7 0.0
S 21.12350 -32.10436 -7.96349 -1.9 -1.4 -0.4
C 20.98352 -33.81304 -8.31752 0.9 -0.7 -0.4
O 21.85627 -31.48073 -9.01260 0.4 0.5 0.2
O 21.39451 -31.94342 -6.56947 0.8 0.4 0.0
H 16.67094 -31.37319 -6.63245 0.1 0.1 0.2
H 16.99141 -31.55501 -8.34704 -0.2 0.4 0.0
H 17.67514 -30.14627 -7.52053 -0.1 0.1 0.3
H 19.03837 -31.98814 -6.19085 0.3 0.4 -0.1
H 18.33104 -33.09861 -7.29754 0.3 0.0 -0.3
H 21.98669 -34.23800 -8.36555 0.0 -0.1 0.5
H 20.62082 -34.00040 -9.32777 -0.3 0.5 0.1
H 20.35464 -34.31608 -7.58779 0.1 0.0 0.1
C 19.20901 -33.99460 -11.93748 0.9 0.4 0.6
C 19.24318 -33.53348 -13.37832 -0.7 0.1 0.7
O 20.58643 -33.70176 -13.86087 0.5 0.0 -0.2
S 20.81110 -34.36691 -15.29097 -0.9 0.8 0.1
C 20.20333 -33.05612 -16.29619 -0.2 -0.1 0.0
O 22.20192 -34.51365 -15.50539 0.4 -0.1 0.3
O 19.91207 -35.47041 -15.36887 -0.1 -0.6 -0.3
H 19.94121 -33.38727 -11.38848 -0.2 0.1 0.0
H 19.56894 -35.00993 -11.76564 -0.4 -0.2 -0.4
H 18.24404 -33.81066 -11.46796 -0.1 -0.2 -0.2
H 18.49527 -34.04876 -13.97883 0.3 -0.2 -0.2
H 18.99181 -32.47020 -13.38456 0.2 0.0 -0.2
H 19.16669 -32.88754 -16.01343 -0.1 0.0 -0.1
H 20.26455 -33.37109 -17.33402 0.1 0.1 0.0
H 20.79557 -32.17103 -16.08518 0.1 0.0 -0.2
C 19.40770 -27.88372 -3.62319 -0.3 -0.2 0.7
C 17.91653 -27.87818 -3.91564 0.7 0.6 -0.1
O 17.25505 -28.89261 -3.11707 -0.2 -0.2 -0.3
S 16.53875 -30.05875 -3.92149 -0.3 0.8 0.4
C 15.37421 -30.55192 -2.70031 0.0 0.2 -0.3
O 15.82500 -29.47818 -5.02135 0.0 -0.2 -0.1
O 17.47768 -31.10145 -4.17231 0.3 -0.4 -0.2
H 19.95141 -27.31976 -4.37779 0.1 0.0 0.0
H 19.77957 -28.90571 -3.53267 0.1 0.0 -0.4
H 19.59627 -27.45420 -2.63710 0.0 0.2 -0.1
H 17.47348 -26.92433 -3.63261 -0.1 -0.1 0.1
H 17.74252 -27.98920 -4.98524 -0.2 -0.4 0.1
H 14.78379 -31.32617 -3.18675 0.0 -0.2 0.2
H 14.74372 -29.68891 -2.50446 0.0 0.0 0.1
H 15.87806 -30.89249 -1.80238 0.0 -0.1 0.0
C 24.02063 -30.33408 -5.01064 -0.5 -0.7 -0.3
C 25.39013 -29.71172 -4.91874 -0.4 -0.6 -1.1
O 25.44082 -28.68841 -3.92488 0.3 -0.1 0.2
S 24.87846 -27.25097 -4.30366 0.6 -0.1 0.0
C 26.05080 -26.34626 -3.33283 0.0 -0.1 -0.5
O 25.12080 -27.04796 -5.69799 0.0 0.3 -0.3
O 23.56130 -27.09686 -3.79630 -0.4 0.1 0.3
H 23.73685 -30.84040 -4.08854 -0.1 0.1 0.0
H 23.97514 -31.07418 -5.81855 0.4 -0.2 0.2
H 23.21652 -29.66069 -5.31367 0.2 0.4 0.4
H 26.15137 -30.45309 -4.67995 0.0 0.1 0.5
H 25.66370 -29.34471 -5.91301 0.1 0.5 0.3
H 26.17342 -26.90017 -2.40863 -0.1 0.3 0.2
H 25.70132 -25.32344 -3.23035 -0.1 0.0 0.2
H 26.97780 -26.35926 -3.90082 0.0 0.0 0.0
C 14.22576 -33.37475 -7.24042 0.2 -1.1 0.5
C 13.29378 -33.45246 -8.41719 1.2 0.5 -0.6
O 12.00342 -32.88322 -8.15380 -0.1 -0.1 -0.2
S 10.90650 -33.92202 -7.66927 -0.4 0.2 0.2
C 9.47711 -32.93525 -7.94727 -0.2 -0.2 -0.2
O 10.87726 -35.02291 -8.57348 0.1 -0.4 -0.3
O 11.07126 -34.16373 -6.27214 0.0 0.0 0.1
H 13.97394 -34.05452 -6.42382 -0.4 0.2 0.0
H 14.32338 -32.36564 -6.84858 0.1 0.1 -0.1
H 15.18406 -33.78301 -7.57795 0.2 0.5 0.0
H 13.76769 -32.85021 -9.19625 -0.5 0.3 -0.1
H 13.24629 -34.43416 -8.88713 -0.5 -0.2 0.4
H 9.30869 -32.30194 -7.08319 0.0 0.2 -0.1
H 8.65205 -33.63358 -8.07747 0.0 -0.1 0.2
H 9.58296 -32.41613 -8.89551 0.1 0.3 0.2
O 16.88415 -35.67579 -4.77609 0.2 -0.5 -0.2
C 18.06321 -35.77319 -4.63051 -0.2 0.8 0.2
O 18.97414 -35.11758 -5.39176 0.2 -0.3 -0.3
C 20.17596 -34.98327 -4.60865 -0.5 1.6 0.1
C 20.09062 -36.13240 -3.62880 -0.2 -0.4 -0.2
O 18.67970 -36.44445 -3.64234 -0.1 0.1 0.1
H 21.03233 -34.78835 -5.24488 0.1 -0.9 -0.1
H 20.05771 -34.01781 -4.09922 0.0 -0.2 0.3
H 20.34189 -35.80850 -2.62342 0.2 -0.2 0.0
H 20.60662 -37.04659 -3.90790 0.3 0.2 0.0
O 22.08678 -36.57106 -8.81144 0.0 -0.1 0.1
H 21.32129 -37.10368 -8.57583 -0.1 0.0 0.0
H 22.82696 -37.17390 -8.69145 0.1 0.0 0.0
O 20.64066 -31.44148 -3.72622 0.1 -0.1 0.2
H 21.29679 -31.96850 -4.19339 0.1 0.1 -0.1
H 20.12763 -31.02788 -4.42592 -0.1 0.0 0.0
```
Positions in Å, forces in eV/Å.